Entry 1:
# C42H35BaBrN11O3S2

A molecular structure, C42H35BaBrN11O3S2 (ωB97M-V with the def2-TZVPD basis set, OMol25).

Last column: Mulliken charge in e.
Geometry (Å):
Ba 0.63 0.88 -0.78  1.81
C 1.03 3.93 4.68  -0.53
C 0.73 2.70 4.12  -0.76
C 0.88 2.50 2.75  0.03
C 1.36 3.55 1.98  -0.19
C 1.67 4.79 2.52  -0.47
C 1.50 4.97 3.88  -0.62
N 1.51 3.26 0.57  1.10
N 2.18 4.10 -0.05  -0.90
C 2.20 3.97 -1.49  0.39
C 3.32 4.47 -2.13  -0.46
C 3.31 4.54 -3.51  -0.51
C 2.16 4.16 -4.19  -0.68
C 1.09 3.67 -3.45  -0.33
N 1.11 3.55 -2.12  -0.08
H 0.91 4.08 5.74  0.43
H 0.38 1.89 4.74  0.47
H 0.64 1.54 2.31  0.53
H 2.04 5.58 1.89  0.48
H 1.73 5.93 4.33  0.39
H 4.17 4.80 -1.54  0.47
H 4.17 4.92 -4.04  0.46
H 2.08 4.25 -5.26  0.46
H 0.18 3.36 -3.94  0.44
Br -3.72 -6.93 4.01  -0.17
C -1.89 -6.66 3.64  0.07
C -1.51 -6.19 2.39  -0.61
C -0.17 -5.98 2.11  0.16
C 0.78 -6.25 3.08  0.10
C 0.40 -6.76 4.32  -0.36
C -0.94 -6.94 4.61  -0.47
N 2.21 -6.24 2.82  -0.60
N 2.74 -5.31 2.21  -0.32
C 2.04 -4.08 1.94  -0.14
C 1.29 -3.42 2.87  -0.42
C 0.74 -2.16 2.60  -0.58
C 0.90 -1.54 1.37  0.18
O 0.37 -0.38 1.08  -0.64
C 1.70 -2.23 0.38  -0.33
N 1.83 -1.66 -0.86  0.34
C 2.58 -2.27 -1.74  -0.12
C 3.26 -3.47 -1.51  -1.38
C 3.11 -4.08 -0.30  -0.76
C 2.30 -3.47 0.69  0.96
H -2.26 -5.99 1.64  0.43
H 0.12 -5.62 1.14  0.37
H 1.16 -7.00 5.05  0.42
H -1.25 -7.32 5.58  0.43
H 1.14 -3.86 3.85  0.45
H 0.18 -1.64 3.36  0.44
H 2.65 -1.80 -2.72  0.52
H 3.87 -3.91 -2.29  0.46
H 3.60 -5.01 -0.07  0.53
S -6.98 1.13 -4.13  0.17
N -6.35 1.92 -2.88  -0.67
C -5.12 1.46 -2.72  1.02
C -4.17 1.89 -1.70  0.30
C -4.50 2.84 -0.73  -0.63
C -3.55 3.20 0.19  -0.95
C -2.28 2.62 0.10  -0.75
N -1.96 1.73 -0.82  1.01
C -2.89 1.33 -1.70  -0.82
C -2.52 0.28 -2.68  -1.03
N -1.29 -0.24 -2.61  0.20
C -0.96 -1.20 -3.47  -0.21
C -1.81 -1.68 -4.45  -1.08
C -3.08 -1.14 -4.54  -0.58
C -3.45 -0.15 -3.64  0.56
C -4.77 0.47 -3.66  0.97
N -5.73 0.18 -4.52  -0.67
H -5.50 3.26 -0.72  0.55
H -3.76 3.92 0.97  0.59
H -1.50 2.91 0.79  0.53
H 0.04 -1.61 -3.35  0.32
H -1.49 -2.47 -5.12  0.49
H -3.79 -1.47 -5.29  0.54
N 3.34 0.28 -5.24  -0.60
C 3.95 0.70 -3.98  -0.66
C 2.91 0.85 -2.88  0.70
O 3.17 1.07 -1.73  -0.67
O 1.64 0.74 -3.30  -0.34
H 3.54 -0.68 -5.47  0.20
H 3.63 0.86 -6.02  0.21
H 1.72 0.54 -4.28  0.48
H 4.43 1.67 -4.08  0.43
H 4.71 0.01 -3.61  0.37
C -3.11 2.54 4.07  -0.72
S -2.77 1.01 3.18  0.11
C -2.17 0.02 4.55  -0.81
H -3.64 3.21 3.40  0.23
H -2.19 3.02 4.39  0.13
H -3.74 2.35 4.93  0.38
H -1.28 0.46 5.00  0.13
H -1.93 -0.96 4.17  0.23
H -2.94 -0.08 5.32  0.44

The LUMO energy is -3.1922 eV. The HOMO energy is -9.1 eV. As for the net charge: +1. The value obtained for the energy above the lowest of the compared OMol25 structures with the same formula, charge and spin is 123.9 kJ/mol.

Entry 2:
# C3H6NO3

A molecular structure, C3H6NO3 (ωB97M-V with the def2-TZVPD basis set, OMol25).

Last column: Mulliken charge in e.
Geometry (Å):
C -0.91 0.58 -0.78  -0.88
C -1.55 -0.12 0.19  0.46
C 0.32 -0.11 -0.36  0.97
N 1.59 0.75 0.35  -0.45
O -0.34 -0.66 0.74  -0.42
O -2.75 -0.37 0.50  -0.46
O 0.88 -0.99 -1.11  -0.45
H -1.13 1.21 -1.62  0.34
H 1.27 1.65 0.84  0.37
H 2.31 0.95 -0.31  0.33
H 1.87 0.03 1.08  0.38
H -2.95 -1.22 1.11  0.44
H 1.38 -1.72 -0.65  0.38

The LUMO energy is -3.6188 eV. The HOMO energy is -13.4 eV. As for the net charge: +1. The value obtained for the energy above the lowest of the compared OMol25 structures with the same formula, charge and spin is 234.4 kJ/mol.

Entry 3:
# C6H12N2

A molecular structure, C6H12N2 (ωB97M-V with the def2-TZVPD basis set, OMol25).

Last column: Mulliken charge in e.
Geometry (Å):
C 1.17 -0.93 0.32  -0.94
C -0.09 -0.10 0.74  2.01
C 0.00 0.59 2.10  -1.20
C -1.24 -0.94 0.54  -0.67
C -1.83 -1.49 -0.67  -0.80
C 0.00 0.77 -0.40  -0.92
H 1.25 -2.29 0.61  0.18
H 1.29 -0.81 -1.12  0.49
H 2.02 -0.28 1.03  0.14
H 1.13 0.92 2.35  0.29
H -0.27 -0.26 2.83  0.34
H -0.44 1.68 2.13  0.30
H -1.58 -1.32 1.53  0.16
H -2.73 -2.15 -0.39  0.23
H -1.40 -1.29 -1.67  0.30
H -0.51 1.96 -0.69  0.00
H 1.63 1.51 -3.03  0.27
H 0.22 2.41 -2.23  0.29
N 0.76 0.56 -1.46  0.22
N 0.62 1.46 -2.52  -0.72

The LUMO energy is 0.8758 eV. The HOMO energy is -8.5 eV. The value obtained for the energy above the lowest of the compared OMol25 structures with the same formula, charge and spin is 812.9 kJ/mol.

Entry 4:
# C27H73F6N3O30PS8

12 unconnected molecules or ions with the total composition C27H73F6N3O30PS8 (ωB97M-V with the def2-TZVPD basis set, OMol25).

Last column: Mulliken charge in e.
Geometry (Å):
P 0.10 -0.26 -0.29  1.84
F -0.82 0.37 -1.47  -0.55
F -0.41 -1.75 -0.72  -0.59
F 1.43 -0.44 -1.25  -0.14
F 0.85 -0.91 1.01  -0.47
F 0.67 1.23 0.04  -0.44
F -1.22 0.03 0.64  -0.28
C 2.49 -3.81 -0.94  0.16
N 3.47 -4.73 -0.24  0.94
O 3.88 -4.36 0.86  -0.55
O 3.88 -5.74 -0.83  -0.58
H 2.02 -4.39 -1.72  0.15
H 3.08 -2.96 -1.29  -0.19
H 1.76 -3.52 -0.18  0.04
C 1.33 -1.41 -3.92  -0.52
N 1.72 -0.27 -4.75  1.01
O 0.84 0.33 -5.39  -0.61
O 2.91 -0.09 -4.85  -0.50
H 2.17 -1.88 -3.40  0.13
H 0.98 -2.14 -4.64  0.49
H 0.48 -1.09 -3.31  -0.05
C 2.15 2.43 -2.22  0.57
N 3.13 3.16 -3.11  1.15
O 3.70 4.11 -2.68  -0.63
O 3.35 2.69 -4.20  -0.64
H 1.60 3.17 -1.63  -0.18
H 2.86 1.91 -1.58  -0.82
H 1.47 1.81 -2.80  0.36
O -7.55 0.14 -3.53  -0.63
S -6.08 0.29 -3.56  1.11
O -5.55 1.61 -3.82  -0.57
O -5.56 -0.33 -2.07  -0.41
C -4.19 -0.20 -1.79  -0.22
C -3.89 -1.54 -1.04  -0.70
C -5.26 -1.03 -4.66  -0.71
H -4.06 0.65 -1.12  0.19
H -3.56 -0.01 -2.65  0.41
H -2.88 -1.83 -0.75  0.01
H -4.27 -2.41 -1.56  0.33
H -4.31 -1.45 -0.04  0.32
H -5.66 -2.00 -4.36  0.21
H -4.19 -1.00 -4.47  0.26
H -5.52 -0.84 -5.70  0.43
O 6.43 -0.36 2.42  -0.65
S 5.00 -0.02 2.37  1.24
O 4.19 0.11 3.60  -0.59
O 4.96 1.35 1.42  -0.39
C 3.76 2.07 1.38  0.58
C 3.87 3.27 0.44  -1.25
C 4.14 -1.19 1.20  -0.31
H 3.64 2.40 2.41  0.54
H 2.87 1.47 1.17  -0.25
H 4.36 3.01 -0.50  0.13
H 4.53 3.97 0.96  0.54
H 2.90 3.74 0.33  0.10
H 4.88 -1.84 0.74  0.13
H 3.53 -0.59 0.53  -0.51
H 3.52 -1.81 1.85  0.64
O 0.39 5.19 0.82  -0.53
S 0.02 4.61 2.12  1.06
O 0.95 3.88 2.97  -0.56
O -0.60 5.73 3.15  -0.41
C -1.00 5.40 4.48  0.55
C -2.48 5.79 4.66  -1.20
C -1.36 3.47 1.89  0.48
H -0.44 5.93 5.25  0.36
H -0.88 4.32 4.51  -0.37
H -2.75 5.75 5.72  0.37
H -3.01 5.07 4.04  0.27
H -2.75 6.82 4.41  0.32
H -1.29 2.70 2.65  -0.95
H -1.25 2.91 0.96  -0.21
H -2.33 3.97 1.89  0.61
O 0.89 5.78 -3.04  -0.49
S -0.36 6.56 -3.06  1.04
O -0.69 7.45 -4.20  -0.63
O -1.65 5.49 -2.87  -0.45
C -1.30 4.24 -2.28  0.86
C -2.61 3.52 -2.06  -1.07
C -0.60 7.59 -1.58  -0.62
H -0.79 4.34 -1.33  -0.25
H -0.56 3.70 -2.87  0.18
H -3.27 4.03 -1.36  0.37
H -2.41 2.55 -1.61  -0.07
H -3.10 3.38 -3.03  0.43
H -1.51 8.19 -1.72  0.36
H 0.29 8.20 -1.42  0.34
H -0.81 6.90 -0.77  0.06
O -5.03 -4.69 -3.97  -0.54
S -4.32 -5.91 -3.61  1.09
O -4.59 -7.17 -4.32  -0.63
O -2.65 -5.68 -3.68  -0.48
C -2.14 -4.50 -3.10  0.01
C -0.90 -4.61 -2.24  -0.26
C -4.40 -6.27 -1.80  -0.55
H -2.87 -3.92 -2.54  -0.17
H -2.00 -3.88 -3.98  0.51
H -1.14 -5.06 -1.28  0.17
H -0.41 -3.66 -2.03  -0.28
H -0.14 -5.24 -2.71  0.39
H -5.46 -6.18 -1.55  0.38
H -3.76 -5.57 -1.27  -0.03
H -4.15 -7.32 -1.74  0.36
O 0.38 2.43 5.94  -0.58
S 0.41 0.96 5.75  1.14
O 1.33 0.12 6.48  -0.60
O -1.20 0.41 5.85  -0.41
C -2.26 1.21 5.24  0.36
C -3.03 0.15 4.32  -0.59
C 0.65 0.60 3.95  0.25
H -2.03 2.10 4.65  -0.41
H -2.92 1.52 6.05  0.48
H -3.97 0.54 3.95  0.47
H -3.16 -0.81 4.82  0.20
H -2.41 -0.21 3.50  -0.22
H 1.67 0.84 3.64  0.15
H -0.04 1.15 3.32  -0.56
H 0.41 -0.46 3.86  0.35
O -2.63 -5.58 0.99  -0.64
S -3.11 -4.41 1.75  1.33
O -4.27 -3.57 1.45  -0.64
O -3.11 -4.79 3.41  -0.39
C -3.65 -3.84 4.38  0.28
C -3.65 -4.44 5.77  -1.39
C -1.68 -3.33 1.78  0.18
H -4.68 -3.60 4.12  0.31
H -3.11 -2.89 4.37  -0.05
H -4.22 -5.37 5.79  0.34
H -4.10 -3.72 6.45  0.39
H -2.59 -4.61 5.98  0.35
H -1.95 -2.47 2.39  -0.35
H -1.26 -3.18 0.79  -0.27
H -1.00 -4.00 2.29  0.57
O 7.02 -3.12 -1.49  -0.63
S 7.51 -1.78 -1.36  1.20
O 8.23 -1.25 -2.54  -0.65
O 6.29 -0.64 -1.01  -0.01
C 5.35 -0.45 -2.06  0.41
C 5.86 0.75 -2.90  -1.31
C 8.56 -1.72 0.15  -0.93
H 4.35 -0.17 -1.71  -0.40
H 5.08 -1.19 -2.81  0.26
H 6.77 0.47 -3.44  0.42
H 6.16 1.58 -2.26  0.33
H 5.11 1.10 -3.61  0.24
H 9.43 -2.33 -0.11  0.44
H 8.00 -2.26 0.92  0.32
H 8.76 -0.67 0.38  0.29

The LUMO energy is 1.5662 eV. The HOMO energy is -8.8 eV. As for the net charge: -1.

Entry 5:
# C24H19AgN4O2S

A molecular structure, C24H19AgN4O2S (ωB97M-V with the def2-TZVPD basis set, OMol25).

Last column: Mulliken charge in e.
Geometry (Å):
Ag -1.00 0.38 -0.01  -0.02
N 3.15 2.09 -0.49  0.00
C 3.53 0.83 -0.88  0.61
C 4.76 0.19 -0.98  -1.19
C 4.74 -1.12 -1.41  -0.31
C 3.55 -1.78 -1.74  -0.55
C 2.32 -1.15 -1.64  -0.60
C 2.33 0.18 -1.21  0.24
N 1.26 1.02 -1.00  -0.27
C 1.77 2.13 -0.57  0.25
C 0.97 3.29 -0.16  -0.22
C 1.42 4.48 0.30  -0.24
S 0.10 5.49 0.69  -0.21
C -0.98 4.23 0.18  -0.17
N -0.39 3.17 -0.22  -0.06
H 3.73 2.77 -0.03  0.23
H 5.68 0.68 -0.71  0.35
H 5.68 -1.66 -1.49  0.35
H 3.59 -2.82 -2.05  0.39
H 1.38 -1.63 -1.86  0.63
H 2.44 4.80 0.48  0.32
H -2.05 4.34 0.25  0.46
C -5.44 -0.23 -0.80  -1.50
C -4.00 -0.47 -1.28  1.06
O -3.28 0.51 -1.38  -0.69
C -3.59 -1.82 -1.62  0.48
C -4.55 -2.85 -1.66  -0.41
C -4.26 -4.15 -2.01  -0.74
C -2.93 -4.46 -2.33  -0.31
C -1.95 -3.51 -2.29  -0.55
C -2.20 -2.13 -1.92  0.17
O -1.24 -1.32 -1.89  -0.69
H -5.52 0.82 -0.55  0.34
H -5.66 -0.83 0.08  0.37
H -6.16 -0.48 -1.58  0.39
H -5.58 -2.60 -1.42  0.21
H -5.04 -4.90 -2.04  0.33
H -2.67 -5.48 -2.60  0.33
H -0.92 -3.76 -2.51  0.33
N -0.94 0.84 2.06  -0.84
C 0.17 0.71 2.72  0.40
C 1.42 0.08 2.27  -0.45
C 2.57 0.04 3.02  -0.17
C 2.66 0.60 4.31  -0.59
C 1.48 1.19 4.81  -0.15
C 0.31 1.25 4.09  -0.64
H 1.40 -0.39 1.29  0.20
H 3.45 -0.45 2.59  0.31
H 3.57 0.56 4.89  0.34
H 1.49 1.63 5.81  0.26
H -0.57 1.72 4.51  0.27

The LUMO energy is 4.0260 eV. The HOMO energy is 1.4 eV. As for the net charge: -2. The value obtained for the energy above the lowest of the compared OMol25 structures with the same formula, charge and spin is 194.6 kJ/mol.

Entry 6:
# C12H43O9

9 unconnected molecules or ions with the total composition C12H43O9 (ωB97M-V with the def2-TZVPD basis set, OMol25).

Last column: Mulliken charge in e.
Geometry (Å):
O 0.20 1.61 1.06  0.02
H 1.00 1.66 1.58  0.28
H -0.35 2.37 1.25  0.51
H 0.37 1.45 0.12  0.25
O 2.26 3.60 1.59  -0.59
H 3.17 3.33 1.49  0.30
H 2.13 4.26 0.90  0.29
O 2.30 0.69 2.44  -0.57
H 2.44 1.41 3.06  0.24
H 2.54 -0.10 2.93  0.26
O -1.33 3.59 1.64  -0.53
H -2.25 3.46 1.86  0.27
H -1.25 4.54 1.52  0.27
O 0.17 1.88 -1.51  -0.54
H -0.43 1.28 -1.96  0.29
H 0.51 2.44 -2.21  0.27
C -2.34 -2.89 3.27  -1.38
C -3.09 -1.64 3.36  0.32
C -2.44 -0.54 2.44  -0.71
O -4.48 -1.70 2.99  -0.56
H -2.32 -3.43 2.32  0.30
H -2.65 -3.61 4.03  0.36
H -1.31 -2.67 3.55  0.35
H -3.09 -1.30 4.39  0.37
H -1.35 -0.51 2.36  0.17
H -2.89 0.43 2.63  0.25
H -2.68 -0.80 1.41  0.18
H -4.96 -1.19 3.65  0.35
C 5.00 -1.47 -1.04  -1.10
C 4.74 -0.04 -1.60  0.15
C 3.70 0.73 -0.78  -0.61
O 5.87 0.76 -1.60  -0.56
H 4.08 -2.04 -1.18  0.22
H 5.22 -1.49 0.03  0.32
H 5.85 -1.85 -1.60  0.35
H 4.41 -0.05 -2.64  0.36
H 3.40 1.64 -1.30  0.35
H 4.13 1.04 0.17  0.31
H 2.75 0.22 -0.63  -0.13
H 5.83 1.30 -2.39  0.35
C -3.00 1.15 -1.23  -0.91
C -3.03 0.36 -2.53  0.53
C -3.47 1.14 -3.77  -1.43
O -1.65 0.24 -2.78  -0.60
H -2.48 0.72 -0.38  -0.07
H -4.04 1.11 -0.91  0.47
H -2.55 2.14 -1.26  0.31
H -3.49 -0.62 -2.43  0.29
H -4.55 1.23 -3.86  0.37
H -3.11 0.70 -4.70  0.48
H -3.08 2.16 -3.71  0.33
H -1.59 0.02 -3.71  0.23
C 0.97 -2.25 0.68  -0.86
C 0.45 -1.79 -0.67  1.07
C -0.18 -2.95 -1.49  -1.42
O -0.53 -0.83 -0.46  0.37
H 1.75 -1.61 1.10  0.03
H 1.38 -3.24 0.53  0.53
H 0.22 -2.36 1.47  0.09
H 1.28 -1.45 -1.29  -0.04
H -1.01 -3.27 -0.86  0.36
H 0.44 -3.83 -1.67  0.47
H -0.58 -2.65 -2.46  0.38
H -1.01 -0.51 -1.23  0.02

The LUMO energy (alpha / beta) is -5.1762 / -11.8666 eV. The HOMO energy (alpha / beta) is -14.8 / -14.8 eV. Its spin multiplicity is 2. As for the net charge: +2. Its expectation value of S² is 0.7544.

Entry 7:
# C4H11N3O2

A molecular structure, C4H11N3O2 (ωB97M-V with the def2-TZVPD basis set, OMol25).

Last column: Mulliken charge in e.
Geometry (Å):
C -1.05 -0.61 1.86  -1.23
N 0.94 0.34 0.60  0.18
C -0.48 0.58 1.17  0.61
O 1.56 1.57 0.38  -0.46
O -0.75 1.75 1.37  -0.63
H 0.85 2.19 0.68  0.38
H 1.53 -0.31 1.13  0.40
H -0.48 -0.79 2.77  0.39
H -0.97 -1.50 1.23  0.35
H -2.09 -0.40 2.12  0.37
C -1.22 0.18 -1.07  -1.36
C 0.65 -0.51 -0.79  0.48
N 1.22 0.02 -1.95  -0.52
N 0.79 -1.75 -0.41  -0.93
H 1.02 1.00 -2.10  0.25
H 2.22 -0.15 -1.99  0.26
H 0.86 -2.36 -1.22  0.22
H -1.20 1.24 -1.33  0.39
H -2.10 -0.07 -0.48  0.36
H -1.28 -0.41 -1.98  0.49

The LUMO energy is 0.5314 eV. The HOMO energy is -7.5 eV. The value obtained for the energy above the lowest of the compared OMol25 structures with the same formula, charge and spin is 564.2 kJ/mol.

Entry 8:
# C5H11N

C5H11N in the gas phase (ωB97M-V with the def2-TZVPD basis set, OMol25).

Last column: Mulliken charge in e.
Geometry (Å):
C -0.39 1.97 -1.53  -1.16
C -0.40 0.44 -1.32  -0.40
C 0.00 -0.08 0.05  0.47
C 0.58 0.85 1.04  -1.28
C -0.19 -1.37 0.32  -0.19
N 0.25 -2.13 1.45  -0.59
H 0.02 2.24 -2.52  0.34
H -1.43 2.32 -1.57  0.26
H 0.21 2.62 -0.90  0.33
H -1.40 0.14 -1.61  0.34
H 0.21 -0.07 -2.09  0.25
H -0.34 1.47 1.23  0.32
H 1.21 1.64 0.64  0.27
H 0.89 0.38 1.96  0.29
H -0.55 -2.14 -0.37  0.30
H 0.91 -1.62 2.02  0.20
H 0.70 -3.00 1.22  0.25

The LUMO energy is 1.0649 eV. The HOMO energy is -7.7 eV. The SMILES is CC/C(C)=C/N. The value obtained for the energy above the lowest of the compared OMol25 structures with the same formula, charge and spin is 116.3 kJ/mol.

Entry 9:
# C4H9NO2

C4H9NO2 in the gas phase (ωB97M-V with the def2-TZVPD basis set, OMol25).

Last column: Mulliken charge in e.
Geometry (Å):
C -1.94 1.04 0.88  -0.91
C -1.93 -0.45 0.63  -0.40
N -0.83 -0.67 -0.78  -0.25
C 0.57 -0.83 -0.53  0.54
O 1.04 -1.83 -0.05  -0.53
O 1.24 0.28 -0.84  -0.34
C 2.62 0.27 -0.45  -0.60
H -2.44 1.58 0.07  0.27
H -2.58 1.16 1.76  0.34
H -0.98 1.54 1.09  0.26
H -1.22 -0.91 1.36  0.10
H -1.28 -1.54 -1.02  0.42
H -1.02 0.05 -1.48  0.30
H 3.02 1.25 -0.74  0.23
H 2.70 0.12 0.63  0.30
H 3.16 -0.53 -0.97  0.28

The LUMO energy is 0.5765 eV. The HOMO energy is -7.2 eV. The value obtained for the energy above the lowest of the compared OMol25 structures with the same formula, charge and spin is 405.6 kJ/mol.

| no. | largest force on an atom (eV/A) |
| --- | --- |
| 1 | 1.8 |
| 2 | 4.5 |
| 3 | 8.3 |
| 4 | 3.6 |
| 5 | 0.6 |
| 6 | 3.1 |
| 7 | 1.8 |
| 8 | 2.7 |
| 9 | 0.6 |